ORCA calculation (ωB97M-V/def2-TZVPD) on a molecular structure, C25H62As3IN3OPdSbSi3.

The HOMO energy is -16.0819 eV. Its charge is +4. The total energy is -9469.626940 a.u.

Structure (XYZ):
```
100
C25H62As3IN3OPdSbSi3 (ωB97M-V/def2-TZVPD)
Pd 0.033 1.074 -0.165
C 0.986 4.460 -0.814
As 0.815 3.159 0.605
C 2.620 2.980 1.263
C -0.045 3.982 2.135
C -1.550 4.248 2.086
C -1.937 5.008 0.816
C -2.293 2.911 2.173
As -2.123 1.684 0.679
C -3.223 2.332 -0.781
C -3.142 0.180 1.335
C -1.948 5.126 3.290
As -1.540 4.807 5.226
C 0.397 5.138 5.238
C -1.464 2.844 5.401
H 1.113 5.433 -0.338
H 0.114 4.483 -1.460
H 1.876 4.233 -1.397
H 2.909 3.972 1.612
H 3.297 2.668 0.474
H 2.661 2.277 2.092
H 0.510 4.913 2.279
H 0.204 3.331 2.976
H -1.695 4.464 -0.103
H -1.422 5.969 0.772
H -3.008 5.216 0.800
H -3.370 3.069 2.282
H -1.963 2.343 3.043
H -4.059 2.891 -0.360
H -3.616 1.477 -1.328
H -2.665 2.968 -1.461
H -4.173 0.524 1.424
H -2.775 -0.122 2.314
H -3.099 -0.660 0.650
H -3.031 5.266 3.251
H -1.520 6.121 3.135
H 0.598 6.126 4.824
H 0.989 4.388 4.713
H 0.712 5.149 6.281
H -2.440 2.404 5.200
H -1.226 2.649 6.446
H -0.694 2.364 4.790
N 3.906 1.106 -1.878
C 4.126 0.219 -0.856
C 2.901 -0.037 -0.326
N 1.938 0.668 -1.025
C 2.592 1.361 -1.948
H 4.611 1.492 -2.493
H 5.114 -0.125 -0.597
H 2.648 -0.677 0.502
H 2.155 2.005 -2.696
C 2.776 -5.733 1.873
Si 2.563 -3.888 1.960
C 1.556 -3.198 3.352
C 4.080 -2.893 1.557
Sb 0.914 -3.822 -0.199
Si 2.152 -4.408 -2.548
C 2.860 -6.026 -1.977
C 3.350 -3.016 -2.790
C 0.805 -4.492 -3.805
Si -1.429 -5.033 0.489
C -2.287 -3.664 1.402
C -2.179 -5.578 -1.107
C -0.784 -6.415 1.540
H 3.708 -5.943 2.413
H 2.913 -6.142 0.869
H 1.972 -6.273 2.368
H 2.194 -3.091 4.236
H 0.723 -3.844 3.634
H 1.170 -2.206 3.108
H 4.981 -3.477 1.763
H 4.122 -2.001 2.185
H 4.121 -2.590 0.510
H 3.691 -5.909 -1.282
H 3.256 -6.504 -2.883
H 2.124 -6.720 -1.566
H 4.022 -2.888 -1.941
H 2.818 -2.081 -2.976
H 3.969 -3.227 -3.669
H 0.104 -5.306 -3.610
H 1.246 -4.666 -4.792
H 0.248 -3.556 -3.853
H -2.175 -2.707 0.892
H -1.893 -3.568 2.415
H -3.355 -3.890 1.484
H -2.128 -4.811 -1.881
H -3.233 -5.838 -0.961
H -1.677 -6.475 -1.478
H -0.310 -6.074 2.459
H -0.116 -7.090 1.002
H -1.658 -7.011 1.832
N -1.240 0.070 -2.867
C -1.540 -0.830 -1.934
O -0.806 -1.010 -0.921
C -2.836 -1.570 -2.108
I -2.920 -2.667 -3.937
H -0.337 0.513 -2.872
H -1.791 0.130 -3.714
H -3.657 -0.858 -2.181
H -3.007 -2.237 -1.270
```